Record 1
This record from the Open Molecules 2025 dataset describes a 4-piece molecular cluster, C27H57N3O9 overall at a distorted geometry. The level of theory is wB97M-V/def2-TZVPD.

Cartesian coordinates (Å):
C 0.864 -0.842 5.580
C 1.434 -1.904 4.503
O 1.371 -3.108 4.855
O 2.012 -1.487 3.257
C 1.299 -2.091 2.148
C 0.223 -1.147 1.421
C 0.044 0.315 2.044
C -1.541 0.728 1.960
C -1.978 1.374 3.360
C -3.538 1.271 3.716
C -4.504 2.490 3.360
O -5.325 2.120 2.192
C -4.956 0.786 1.807
O -5.008 0.261 0.679
C -4.421 0.062 3.156
C -5.697 -0.450 3.985
C -5.758 -2.056 3.780
C -7.249 -2.646 3.809
C -7.965 -2.690 2.383
O -9.156 -3.078 2.345
O -7.355 -2.359 1.152
H -0.169 -0.456 5.305
H 1.613 0.026 5.570
H 0.793 -1.320 6.620
H 0.771 -3.075 2.410
H 2.101 -2.382 1.372
H -0.745 -1.747 1.318
H 0.602 -0.996 0.342
H 0.321 0.417 3.140
H 0.574 1.071 1.361
H -2.162 -0.163 1.623
H -1.673 1.556 1.167
H -1.402 0.998 4.265
H -1.743 2.502 3.279
H -3.619 1.218 4.868
H -4.079 3.548 3.393
H -5.318 2.512 4.181
H -3.715 -0.822 3.043
H -6.638 -0.019 3.478
H -5.711 -0.137 5.079
H -5.065 -2.539 4.565
H -5.276 -2.265 2.758
H -7.155 -3.736 4.170
H -7.871 -2.019 4.543
H -6.656 -1.679 1.289
C 4.892 -1.019 -4.121
O 4.661 0.157 -3.363
C 3.293 0.541 -3.272
C 2.489 -0.216 -2.194
C 2.110 -1.636 -2.605
N 3.210 -0.267 -0.917
H 4.197 -1.112 -4.960
H 4.834 -1.899 -3.478
H 5.908 -0.970 -4.518
H 3.305 1.602 -2.996
H 2.808 0.483 -4.254
H 1.555 0.334 -2.038
H 2.948 -2.332 -2.544
H 1.327 -2.022 -1.945
H 1.721 -1.657 -3.627
H 3.370 0.686 -0.596
H 4.150 -0.616 -1.110
C 7.485 5.719 -2.247
O 6.342 4.934 -2.543
C 6.632 3.648 -3.082
C 6.992 2.581 -2.028
C 8.411 2.721 -1.482
N 6.045 2.591 -0.906
H 8.298 5.547 -2.958
H 7.823 5.522 -1.227
H 7.196 6.771 -2.300
H 5.711 3.327 -3.581
H 7.399 3.719 -3.863
H 6.931 1.605 -2.520
H 8.508 3.538 -0.765
H 8.706 1.805 -0.961
H 9.128 2.888 -2.290
H 5.113 2.395 -1.267
H 5.978 3.553 -0.575
C -1.442 -2.938 -2.738
O -1.984 -1.784 -2.117
C -2.340 -0.738 -3.015
C -3.715 -0.918 -3.688
C -3.711 -1.944 -4.818
N -4.747 -1.287 -2.712
H -0.842 -2.688 -3.618
H -2.240 -3.633 -3.006
H -0.800 -3.441 -2.012
H -2.385 0.169 -2.402
H -1.546 -0.574 -3.754
H -3.989 0.046 -4.131
H -3.696 -2.972 -4.453
H -4.612 -1.837 -5.429
H -2.848 -1.802 -5.475
H -4.814 -0.545 -2.016
H -4.391 -2.083 -2.183

- SMILES = CC(=O)OCCCCC[C@H]1COC(=O)[C@@H]1CCCC(=O)O.COC[C@@H](C)N.COC[C@@H](C)N.COC[C@@H](C)N
- gap between HOMO and LUMO (eV) = 9.4
- spin multiplicity = 1
- LUMO (eV) = 0.3550
- ΔE to the lowest compared entry with this formula, charge and spin (kcal per mole) = 127.1

Record 2
This record from the Open Molecules 2025 dataset describes C27H58EuNP3 as an isolated structure at a distorted geometry. The level of theory is wB97M-V/def2-TZVPD.

Cartesian coordinates (Å):
P 0.010 -2.538 -5.115
P 0.246 1.405 -4.369
C -0.120 -0.941 -5.918
C 0.900 0.125 -5.470
H -1.154 -0.554 -5.906
H 0.096 -1.161 -6.976
H 1.814 -0.300 -5.017
H 1.222 0.703 -6.357
C -0.772 2.434 -5.464
H -1.197 3.305 -4.956
H -1.594 1.852 -5.895
H -0.146 2.800 -6.286
C 1.638 2.364 -3.784
H 1.765 3.194 -4.503
H 2.540 1.729 -3.795
H 1.460 2.776 -2.778
C -1.086 -3.797 -5.805
H -1.172 -4.651 -5.120
H -0.647 -4.154 -6.743
H -2.085 -3.387 -5.996
C 1.684 -3.160 -5.468
H 2.426 -2.349 -5.501
H 1.639 -3.655 -6.447
H 1.989 -3.911 -4.726
Eu 1.284 0.166 0.637
C -0.935 0.657 -3.180
C -2.317 0.242 -3.204
C -2.860 -1.077 -3.414
C -2.478 -2.083 -2.250
C -1.373 -2.950 -2.542
C -0.233 -2.639 -3.400
C 0.602 -1.478 -2.592
C -0.046 -0.170 -2.132
C 1.127 -2.253 0.832
H -1.035 1.639 -2.646
H -3.013 0.950 -2.739
H -2.633 -1.532 -4.397
H -3.957 -0.937 -3.360
H -2.359 -1.508 -1.316
H -3.383 -2.693 -2.093
H -1.494 -3.980 -2.219
H 0.395 -3.552 -3.273
H 1.545 -1.300 -3.149
H 0.925 -1.976 -1.656
H -0.700 -0.311 -1.242
H 0.817 0.488 -1.849
H 1.884 -2.733 1.472
H 0.985 -2.771 -0.129
H 0.157 -2.172 1.367
C 0.221 -1.825 4.551
C 0.949 -0.478 4.712
C 0.981 -0.133 6.208
C 2.387 -0.703 4.220
P 0.115 0.889 3.724
N -0.147 0.333 2.264
C -1.573 1.353 4.485
C -1.388 2.316 5.674
C -2.434 1.952 3.358
C -2.307 0.084 4.944
C 1.231 2.403 3.505
C 1.899 2.753 4.836
C 2.387 2.200 2.479
C 0.404 3.605 3.016
H 0.877 -2.597 4.982
H 0.052 -2.064 3.496
H -0.730 -1.868 5.092
H 1.534 -0.946 6.704
H 1.514 0.802 6.414
H -0.018 -0.093 6.660
H 2.415 -1.144 3.209
H 3.005 0.201 4.260
H 2.837 -1.433 4.912
H -0.953 3.282 5.388
H -2.373 2.527 6.125
H -0.765 1.874 6.465
H -2.342 1.318 2.470
H -3.489 1.956 3.670
H -2.158 2.975 3.087
H -2.339 -0.650 4.130
H -1.876 -0.373 5.841
H -3.348 0.347 5.191
H 2.646 2.001 5.121
H 2.431 3.702 4.665
H 1.183 2.904 5.653
H 2.078 2.437 1.437
H 3.167 2.941 2.717
H 2.884 1.214 2.544
H -0.173 3.384 2.108
H -0.266 4.003 3.786
H 1.124 4.400 2.766

- ⟨S²⟩ = 15.7625
- gap between HOMO and LUMO (alpha / beta) (eV) = 3.6 / 3.6
- spin multiplicity = 8
- LUMO (alpha / beta) (eV) = -0.2369 / -0.3065
- ΔE to the lowest compared entry with this formula, charge and spin (kcal per mole) = 130.2

Record 3
This record from the Open Molecules 2025 dataset describes a 10-piece molecular cluster, C27H58F21N5O11P2 overall at a distorted geometry. The level of theory is wB97M-V/def2-TZVPD.

Cartesian coordinates (Å):
C -4.091 -0.678 -0.943
C -3.687 -0.644 0.505
O -3.988 0.201 1.281
N -2.826 -1.797 0.956
H -2.292 -2.087 0.136
H -2.070 -1.431 1.535
C -3.628 -2.887 1.676
H -4.868 0.076 -1.063
H -4.619 -1.614 -1.132
H -3.278 -0.462 -1.632
H -4.136 -3.413 0.869
H -4.199 -2.455 2.490
H -2.855 -3.579 2.004
C -2.202 3.395 2.184
C -3.197 4.081 1.285
O -4.044 3.526 0.684
N -3.137 5.600 1.289
H -4.016 5.981 1.641
H -2.441 6.051 1.878
C -3.085 6.115 -0.134
H -1.176 3.686 1.945
H -2.340 2.318 2.206
H -2.290 3.747 3.216
H -2.308 5.623 -0.718
H -2.901 7.186 -0.079
H -4.042 5.911 -0.611
C -1.604 0.051 -6.019
C -0.216 0.469 -5.595
O 0.346 1.447 -5.977
N 0.506 -0.618 -4.890
H -0.045 -1.465 -5.032
H 1.381 -0.795 -5.384
C 0.782 -0.278 -3.404
H -2.142 -0.398 -5.182
H -1.541 -0.634 -6.866
H -2.088 0.981 -6.310
H 1.501 -0.957 -2.955
H -0.191 -0.201 -2.927
H 1.233 0.713 -3.382
C 3.831 0.711 3.077
C 4.209 2.147 2.908
O 3.570 2.987 2.375
N 5.546 2.579 3.523
H 5.236 3.329 4.143
H 6.039 1.920 4.121
C 6.494 3.105 2.455
H 3.085 0.630 3.871
H 4.662 0.044 3.306
H 3.413 0.365 2.132
H 6.287 4.139 2.196
H 6.606 2.499 1.557
H 7.505 3.054 2.859
C 0.283 -7.354 -0.469
C 1.381 -6.388 -0.690
O 2.140 -6.502 -1.596
N 1.549 -5.388 0.414
H 0.727 -5.519 0.998
H 2.380 -5.530 0.985
C 1.340 -3.916 -0.057
H 0.245 -8.079 -1.278
H -0.711 -6.923 -0.338
H 0.544 -7.964 0.402
H 0.265 -3.753 -0.091
H 1.725 -3.757 -1.061
H 1.813 -3.257 0.667
C 5.515 -3.158 -2.733
O 5.429 -2.240 -1.627
O 6.794 -3.503 -2.958
C 4.378 -4.209 -2.624
F 4.241 -4.748 -1.365
F 3.156 -3.765 -3.029
F 4.667 -5.241 -3.425
C 4.285 -1.421 -1.529
C 4.440 -0.570 -0.266
H 3.631 0.164 -0.240
H 4.362 -1.222 0.603
H 5.298 0.091 -0.390
H 3.328 -1.952 -1.542
H 4.247 -0.727 -2.377
H 5.203 -2.468 -3.541
C -3.448 3.837 -2.880
O -2.060 4.111 -2.749
O -3.996 5.019 -3.301
C -3.850 2.468 -3.585
F -3.251 1.424 -2.988
F -5.150 2.269 -3.683
F -3.297 2.499 -4.839
C -1.291 3.223 -1.885
C 0.053 3.874 -1.532
H 0.811 3.137 -1.273
H 0.351 4.473 -2.392
H -0.035 4.518 -0.653
H -1.045 2.343 -2.481
H -1.807 2.969 -0.959
H -3.783 3.733 -1.830
C -0.521 1.347 6.856
O -0.988 0.307 5.962
O 0.440 0.814 7.614
C -0.068 2.502 5.866
F 0.499 3.551 6.540
F 0.881 2.200 4.990
F -1.106 3.071 5.151
C -2.397 0.287 5.628
C -2.353 -0.424 4.239
H -1.775 0.247 3.606
H -1.972 -1.441 4.156
H -3.364 -0.376 3.821
H -2.849 1.277 5.539
H -2.936 -0.186 6.452
H -1.365 1.720 7.454
P 0.368 0.243 0.768
F 1.261 0.832 -0.449
F -0.909 1.082 0.209
F 0.025 -0.978 -0.303
F -0.580 -0.509 1.800
F 1.732 -0.403 1.356
F 0.727 1.492 1.757
P -2.088 -3.665 -2.731
F -3.572 -3.688 -2.076
F -2.286 -2.118 -3.250
F -1.556 -3.143 -1.301
F -0.544 -3.395 -3.242
F -1.710 -5.161 -2.184
F -2.532 -4.359 -4.108

- gap between HOMO and LUMO (eV) = 4.7
- spin multiplicity = 1
- LUMO (eV) = -1.2396
- ΔE to the lowest compared entry with this formula, charge and spin (kcal per mole) = 19.3

Record 4
This record from the Open Molecules 2025 dataset describes C27H58NP3Zn as an isolated structure at a distorted geometry. The level of theory is wB97M-V/def2-TZVPD.

Cartesian coordinates (Å):
P 0.478 -2.427 -3.275
P 1.370 0.819 -2.058
C 0.849 -0.988 -4.372
C 1.703 0.182 -3.783
H -0.126 -0.640 -4.734
H 1.332 -1.426 -5.262
H 2.769 -0.056 -3.893
H 1.564 0.986 -4.529
C 0.676 2.411 -2.827
H 0.149 3.025 -2.083
H -0.033 2.113 -3.608
H 1.432 3.022 -3.356
C 2.951 1.594 -1.419
H 3.496 2.286 -2.065
H 3.627 0.779 -1.149
H 2.702 2.122 -0.489
C 0.470 -3.728 -4.609
H 0.789 -4.690 -4.210
H 1.130 -3.496 -5.457
H -0.520 -3.887 -5.033
C 2.180 -2.810 -2.788
H 2.503 -1.949 -2.203
H 2.908 -2.899 -3.596
H 2.176 -3.693 -2.145
Zn 1.628 -0.187 -0.103
C -2.345 0.796 -3.384
C -2.970 0.605 -4.564
C -4.201 -0.289 -4.798
C -4.035 -1.516 -3.891
C -2.679 -2.084 -4.034
C -1.884 -2.435 -2.954
C -1.864 -1.394 -1.744
C -2.359 0.046 -2.022
C 2.430 -2.011 -0.087
H -1.791 1.748 -3.260
H -2.385 0.972 -5.432
H -4.286 -0.587 -5.859
H -5.178 0.142 -4.530
H -4.198 -1.188 -2.879
H -4.804 -2.265 -4.114
H -2.340 -2.432 -5.021
H -1.771 -3.490 -2.592
H -0.881 -1.301 -1.237
H -2.583 -1.842 -1.026
H -3.352 0.103 -1.496
H -1.642 0.730 -1.529
H 3.254 -1.991 -0.798
H 1.709 -2.796 -0.359
H 2.993 -2.283 0.813
C 2.688 2.596 2.954
C 1.184 2.504 3.309
C 1.021 2.957 4.785
C 0.495 3.458 2.307
P 0.494 0.741 2.936
N 0.983 0.444 1.487
C 1.020 -0.478 4.301
C 0.234 -0.290 5.609
C 0.813 -1.904 3.789
C 2.519 -0.333 4.559
C -1.454 0.723 2.895
C -2.013 -0.721 3.023
C -2.082 1.618 3.987
C -1.914 1.184 1.501
H 2.966 3.667 2.905
H 2.849 2.156 1.964
H 3.349 2.096 3.674
H 1.359 4.006 4.895
H -0.008 2.917 5.179
H 1.660 2.372 5.468
H 0.548 2.973 1.323
H -0.550 3.695 2.553
H 1.060 4.405 2.233
H -0.833 -0.516 5.519
H 0.627 -0.982 6.369
H 0.323 0.705 6.057
H 1.261 -2.016 2.799
H 1.308 -2.590 4.484
H -0.226 -2.225 3.739
H 3.075 -0.404 3.620
H 2.801 0.586 5.074
H 2.847 -1.158 5.204
H -1.927 -1.162 4.026
H -3.094 -0.706 2.785
H -1.527 -1.375 2.282
H -1.843 2.684 3.849
H -3.186 1.532 3.937
H -1.786 1.320 5.006
H -1.720 2.245 1.300
H -1.363 0.579 0.772
H -2.997 0.992 1.388

- gap between HOMO and LUMO (alpha / beta) (eV) = 7.0 / 7.0
- spin multiplicity = 1
- LUMO (alpha / beta) (eV) = 0.4397 / 0.4390
- ΔE to the lowest compared entry with this formula, charge and spin (kcal per mole) = 0.0

Record 5
This record from the Open Molecules 2025 dataset describes C27H58O3P2ReSSi as an isolated structure at a distorted geometry. The level of theory is wB97M-V/def2-TZVPD.

Cartesian coordinates (Å):
P 0.395 -2.467 -2.750
P 0.245 2.568 -0.759
C 1.394 0.606 -2.666
C 1.474 2.002 -1.984
H 0.878 0.633 -3.657
H 2.424 0.323 -2.902
H 2.421 2.085 -1.458
H 1.453 2.784 -2.770
C -0.923 3.672 -1.450
H -1.128 4.457 -0.715
H -1.872 3.185 -1.676
H -0.530 4.109 -2.373
C 1.289 3.482 0.401
H 1.391 4.496 -0.021
H 2.285 3.032 0.513
H 0.854 3.543 1.422
C -0.677 -3.888 -2.886
H -0.598 -4.420 -1.958
H -0.441 -4.559 -3.723
H -1.728 -3.598 -3.038
C 2.153 -2.933 -2.762
H 2.827 -2.108 -2.481
H 2.455 -3.265 -3.765
H 2.301 -3.752 -2.041
Re -0.214 -0.440 -2.072
C -0.023 1.277 -5.223
C -1.277 1.307 -4.737
C -2.473 0.651 -5.386
C -2.141 -0.732 -5.953
C -1.368 -1.520 -4.953
C -0.016 -1.608 -4.898
C 0.963 -0.964 -5.852
C 0.581 0.450 -6.331
C 0.486 -1.257 -0.305
H 0.686 2.024 -4.808
H -1.479 2.015 -3.927
H -2.902 1.259 -6.187
H -3.282 0.582 -4.649
H -3.070 -1.286 -6.163
H -1.660 -0.662 -6.936
H -2.017 -2.041 -4.249
H 0.490 -2.575 -4.611
H 1.104 -1.624 -6.729
H 1.959 -0.906 -5.382
H 1.502 0.966 -6.673
H -0.030 0.397 -7.249
H 0.851 -0.514 0.405
H 1.294 -1.974 -0.460
H -0.362 -1.745 0.198
C -1.645 -2.561 3.590
C -2.055 -1.103 3.573
C -3.326 -0.834 2.775
C -2.159 -0.591 5.003
O -0.909 -0.390 2.881
Si -0.635 1.113 2.297
S -1.144 1.175 0.089
O -1.486 2.164 3.201
C -1.343 3.318 4.147
C -2.110 4.489 3.520
C -1.961 2.936 5.492
C 0.116 3.698 4.319
O 0.967 1.391 2.296
C 2.199 0.717 2.695
C 3.214 0.730 1.555
C 2.753 1.438 3.924
C 1.862 -0.726 3.050
H -2.494 -3.127 3.986
H -0.785 -2.705 4.256
H -1.400 -2.927 2.585
H -4.123 -1.499 3.144
H -3.646 0.214 2.916
H -3.157 -1.048 1.709
H -1.298 -0.910 5.610
H -2.237 0.505 5.061
H -3.064 -1.047 5.432
H -3.189 4.253 3.466
H -1.986 5.395 4.146
H -1.721 4.718 2.507
H -1.426 2.093 5.956
H -1.873 3.799 6.173
H -3.033 2.695 5.397
H 0.650 2.883 4.819
H 0.584 3.941 3.354
H 0.203 4.593 4.961
H 3.595 1.744 1.404
H 4.095 0.096 1.773
H 2.785 0.345 0.625
H 2.077 1.298 4.785
H 3.742 1.016 4.185
H 2.878 2.518 3.734
H 1.170 -0.750 3.906
H 1.393 -1.254 2.210
H 2.791 -1.274 3.325

- total charge = +2
- ⟨S²⟩ = 3.7925
- gap between HOMO and LUMO (alpha / beta) (eV) = 5.6 / 6.8
- spin multiplicity = 4
- LUMO (alpha / beta) (eV) = -5.7049 / -6.4033
- ΔE to the lowest compared entry with this formula, charge and spin (kcal per mole) = 80.7